DFT (ωB97M-V/def2-TZVPD) results for a gas-phase ion, C4H10N3 (charge +1) at a distorted geometry.

Computed properties:
Frontier orbital gap ... 10.50 eV
Net charge ... +1
SMILES ... [H]/N=N\[N+](C)=C(C)C
HOMO level ... -14.86 eV
E ... -8770.7361 eV
Energy relative to the best compared isomer or geometry (same formula, charge and spin) ... 3.863 eV

```
17
C4H10N3 ωB97M-V/def2-TZVPD
H -3.012 -1.080 1.088
N -2.853 -0.092 1.355
N -1.976 0.592 1.078
N -0.655 -0.250 0.278
C -0.770 -1.678 0.288
C 0.286 0.474 -0.197
C 1.452 -0.110 -0.858
C 0.293 1.967 -0.269
H -1.214 -2.214 -0.568
H 0.229 -1.994 0.368
H -1.503 -1.808 1.164
H 2.342 0.544 -0.653
H 1.271 0.016 -1.945
H 1.555 -1.128 -0.750
H -0.627 2.447 0.068
H 1.121 2.381 0.374
H 0.467 2.311 -1.276
```